Computed, not measured: 20 unconnected molecules or ions with the total composition C58H154NO20, with ωB97M-V/def2-TZVPD.

As for the total charge: -1. The value obtained for the HOMO energy is -4.13 eV. The calculation puts the lowest unoccupied orbital energy at 1.7982 eV. As for the spin multiplicity: 1.

Atoms and positions in Å:
C: 1.66 0.76 -0.29
C: 1.00 -0.55 -0.81
C: 0.83 -1.49 0.43
C: -0.41 -1.18 1.34
C: -1.72 -1.06 0.57
C: -1.60 -0.06 -0.66
N: -0.31 -0.30 -1.44
O: -0.18 0.43 -2.68
C: -1.80 1.45 -0.12
C: -2.85 -0.44 -1.54
C: 2.03 -1.26 -1.70
H: 1.11 1.06 0.60
H: 1.47 1.61 -0.94
H: 2.74 0.64 -0.23
H: 1.76 -1.44 1.00
H: 0.82 -2.51 0.06
H: -0.27 -0.16 1.71
H: -0.54 -1.87 2.18
H: -2.33 -0.61 1.35
H: -2.24 -2.00 0.36
H: -2.68 1.61 0.50
H: -2.08 2.14 -0.92
H: -0.89 1.84 0.33
H: -2.82 -1.49 -1.83
H: -2.94 0.17 -2.44
H: -3.80 -0.32 -1.01
H: 1.62 -2.09 -2.26
H: 2.90 -1.55 -1.11
H: 2.51 -0.61 -2.44
C: 3.22 -3.59 3.02
C: 3.55 -4.81 2.11
C: 4.71 -4.40 1.13
O: 4.03 -5.87 2.98
H: 4.00 -3.43 3.78
H: 2.30 -3.61 3.60
H: 3.14 -2.69 2.41
H: 2.69 -5.24 1.61
H: 5.59 -4.07 1.69
H: 4.46 -3.55 0.49
H: 4.96 -5.23 0.47
H: 3.89 -6.73 2.58
C: 3.67 -5.30 -2.51
C: 2.74 -4.83 -3.64
C: 3.38 -4.80 -5.03
O: 1.56 -5.55 -3.68
H: 4.53 -4.63 -2.47
H: 4.01 -6.33 -2.65
H: 3.18 -5.29 -1.53
H: 2.45 -3.82 -3.37
H: 4.37 -4.35 -5.04
H: 2.76 -4.24 -5.73
H: 3.48 -5.85 -5.33
H: 0.87 -5.06 -4.13
C: -1.15 4.27 4.60
C: -2.01 3.10 4.19
C: -1.35 1.87 3.58
O: -2.66 2.57 5.29
H: -0.41 4.51 3.83
H: -0.54 4.08 5.48
H: -1.75 5.17 4.72
H: -2.80 3.40 3.50
H: -0.68 2.14 2.77
H: -2.09 1.14 3.26
H: -0.71 1.32 4.27
H: -2.88 3.25 5.92
C: -5.21 0.21 1.56
C: -6.30 1.01 0.83
C: -7.29 0.15 0.12
O: -6.93 1.87 1.72
H: -4.46 0.89 1.97
H: -4.75 -0.44 0.81
H: -5.60 -0.31 2.43
H: -5.80 1.61 0.07
H: -7.67 -0.69 0.72
H: -6.81 -0.33 -0.73
H: -8.17 0.73 -0.15
H: -7.17 1.37 2.51
C: 4.30 2.54 -1.46
C: 3.71 3.86 -1.99
C: 4.61 5.03 -1.58
O: 3.78 3.80 -3.36
H: 5.34 2.38 -1.75
H: 3.77 1.63 -1.74
H: 4.27 2.50 -0.37
H: 2.65 4.04 -1.80
H: 5.66 4.75 -1.64
H: 4.38 5.32 -0.55
H: 4.53 5.95 -2.16
H: 3.38 2.96 -3.58
C: -2.03 -5.11 3.57
C: -1.56 -5.09 2.13
C: -0.05 -5.32 2.07
O: -2.31 -6.13 1.49
H: -1.70 -4.23 4.13
H: -1.81 -6.02 4.13
H: -3.11 -5.06 3.68
H: -1.92 -4.18 1.64
H: 0.53 -4.44 2.33
H: 0.18 -5.63 1.05
H: 0.28 -6.18 2.66
H: -1.99 -6.19 0.59
C: 6.48 -0.19 -5.82
C: 5.01 -0.04 -5.46
C: 4.19 -1.32 -5.62
O: 4.84 0.43 -4.18
H: 7.01 0.74 -5.61
H: 6.67 -0.39 -6.87
H: 6.87 -1.01 -5.22
H: 4.62 0.74 -6.12
H: 4.64 -2.13 -5.04
H: 4.28 -1.61 -6.67
H: 3.14 -1.34 -5.35
H: 3.95 0.80 -4.16
C: 0.61 4.51 0.86
C: 1.69 5.66 1.18
C: 1.94 6.72 0.05
O: 1.20 6.39 2.26
H: 0.82 4.03 -0.10
H: -0.35 5.01 0.77
H: 0.52 3.75 1.63
H: 2.68 5.29 1.44
H: 2.20 6.27 -0.91
H: 2.70 7.42 0.37
H: 1.03 7.27 -0.16
H: 1.30 5.78 3.00
C: -2.99 -4.87 -1.89
C: -1.51 -5.28 -1.97
C: -0.46 -4.37 -1.29
O: -1.50 -6.53 -1.30
H: -3.32 -4.73 -0.86
H: -3.68 -5.52 -2.43
H: -3.10 -3.94 -2.44
H: -1.25 -5.41 -3.02
H: -0.31 -3.41 -1.79
H: 0.50 -4.88 -1.23
H: -0.78 -4.21 -0.25
H: -0.72 -6.99 -1.63
C: 2.58 -1.26 6.45
C: 1.13 -0.83 6.26
C: 0.27 -1.30 5.11
O: 0.42 -1.24 7.38
H: 2.72 -2.31 6.71
H: 3.00 -0.62 7.22
H: 3.13 -1.12 5.52
H: 1.06 0.25 6.35
H: -0.78 -1.26 5.41
H: 0.55 -2.29 4.76
H: 0.45 -0.58 4.31
H: -0.37 -0.71 7.52
C: -5.29 -1.36 6.30
C: -4.19 -0.84 5.37
C: -3.90 -1.78 4.22
O: -4.64 0.42 4.91
H: -5.44 -0.77 7.21
H: -5.11 -2.40 6.57
H: -6.27 -1.38 5.82
H: -3.26 -0.82 5.94
H: -3.59 -2.74 4.63
H: -3.07 -1.34 3.67
H: -4.76 -2.06 3.62
H: -3.83 0.88 4.69
C: -4.03 4.42 0.66
C: -4.87 4.86 1.87
C: -4.76 6.37 2.22
O: -6.26 4.65 1.65
H: -3.03 4.66 1.00
H: -4.26 4.99 -0.23
H: -4.02 3.36 0.39
H: -4.58 4.15 2.65
H: -3.74 6.77 2.15
H: -5.16 6.54 3.21
H: -5.38 7.00 1.58
H: -6.36 3.70 1.72
C: 5.94 -1.79 -1.87
C: 6.20 -0.40 -1.29
C: 7.20 -0.35 -0.11
O: 6.83 0.34 -2.30
H: 6.83 -2.43 -1.93
H: 5.50 -1.74 -2.87
H: 5.17 -2.35 -1.35
H: 5.24 0.02 -0.97
H: 6.96 -1.04 0.70
H: 7.17 0.66 0.28
H: 8.14 -0.67 -0.55
H: 6.26 0.51 -3.06
C: 4.54 1.30 2.52
C: 3.53 2.37 2.71
C: 2.33 1.79 3.47
O: 4.05 3.39 3.59
H: 4.14 0.60 1.78
H: 4.75 0.72 3.42
H: 5.43 1.69 2.02
H: 3.21 2.86 1.79
H: 2.64 1.21 4.33
H: 1.83 1.08 2.82
H: 1.68 2.58 3.86
H: 4.98 3.16 3.57
C: -6.84 3.69 -2.27
C: -5.47 3.55 -2.99
C: -4.78 2.17 -2.84
O: -5.74 3.67 -4.35
H: -6.82 3.55 -1.19
H: -7.56 2.96 -2.64
H: -7.20 4.71 -2.41
H: -4.81 4.34 -2.65
H: -4.54 2.01 -1.79
H: -3.89 2.10 -3.47
H: -5.41 1.34 -3.18
H: -4.89 3.46 -4.74
C: -0.63 3.88 -3.35
O: -1.25 2.88 -4.11
H: -1.04 3.91 -2.34
H: 0.44 3.72 -3.27
H: -0.73 4.88 -3.79
H: -0.96 2.06 -3.70
C: 1.89 1.49 -5.46
O: 2.25 1.52 -4.10
H: 1.55 0.49 -5.73
H: 1.15 2.22 -5.78
H: 2.76 1.66 -6.09
H: 1.47 1.25 -3.62
C: -5.13 -2.03 -3.61
O: -4.13 -2.48 -4.52
H: -4.75 -2.43 -2.67
H: -5.15 -0.94 -3.55
H: -6.07 -2.53 -3.85
H: -3.24 -2.19 -4.29
C: -1.47 -1.04 -5.49
O: -1.50 -1.78 -4.23
H: -0.48 -1.03 -5.95
H: -2.18 -1.44 -6.21
H: -1.81 -0.01 -5.36
H: -1.10 -1.23 -3.55

Mulliken population analysis, charges in e, atoms 1 to 5: number 1, C, carries 0.29; number 2, C, carries 2.20; number 3, C, carries -0.80; number 4, C, carries 0.45; number 5, C, carries -0.20

---

Computed, not measured: 2 unconnected molecules or ions with the total composition C5H14N, with ωB97M-V/def2-TZVPD.

The value obtained for the energy relative to the best compared isomer or geometry (same formula, charge and spin) is 1.662 eV. As for the total charge: +1. The value obtained for the HOMO energy is -15.00 eV. The calculation puts the lowest unoccupied orbital energy at -5.5586 eV. As for the spin multiplicity: 1.

Atoms and positions in Å:
C: -0.68 -0.23 2.02
C: -0.30 -1.00 -1.78
C: -0.92 -0.43 -0.54
C: -0.29 -1.04 0.75
H: -0.23 0.78 1.99
H: -0.38 -0.70 2.94
H: -1.77 -0.01 2.02
H: -0.95 -0.91 -2.67
H: -0.24 -2.10 -1.73
H: 0.69 -0.59 -1.93
H: -1.98 -0.72 -0.50
H: -0.89 0.67 -0.43
H: -0.62 -2.07 0.81
H: 0.83 -1.10 0.71
C: 1.38 1.24 -0.82
N: 1.21 1.92 0.25
H: 2.12 0.46 -0.82
H: 0.83 1.51 -1.71
H: 0.44 2.57 0.36
H: 1.77 1.75 1.08

natural (NBO) population analysis, charges in e, atoms 1 to 5: number 1, C, carries -0.60; number 2, C, carries -0.62; number 3, C, carries -0.41; number 4, C, carries -0.40; number 5, H, carries 0.15

---

Computed, not measured: a molecular structure, C4H4N2, with ωB97M-V/def2-TZVPD.

The value obtained for the energy relative to the best compared isomer or geometry (same formula, charge and spin) is 3.956 eV. The value obtained for the HOMO energy is -8.71 eV. The calculation puts the lowest unoccupied orbital energy at 0.2751 eV. As for the spin multiplicity: 1.

Atoms and positions in Å:
C: 0.68 -0.84 0.18
C: -0.64 -0.78 0.56
N: -1.35 0.28 0.14
C: -0.80 1.38 -0.48
N: 0.53 1.39 -0.77
C: 1.20 0.27 -0.51
H: 1.31 -1.69 0.43
H: -1.14 -1.55 1.16
H: -2.02 1.27 0.14
H: 2.24 0.25 -0.84

natural (NBO) population analysis, charges in e, atoms 1 to 5: number 1, C, carries -0.32; number 2, C, carries 0.09; number 3, N, carries -0.63; number 4, C, carries 0.10; number 5, N, carries -0.47

---

Computed, not measured: 2 unconnected molecules or ions with the total composition C4H7O2S, with ωB97M-V/def2-TZVPD.

The value obtained for the energy relative to the best compared isomer or geometry (same formula, charge and spin) is 5.110 eV. As for the total charge: -1. The value obtained for the HOMO energy is -2.47 eV. The calculation puts the lowest unoccupied orbital energy at 3.8656 eV. As for the spin multiplicity: 1.

Atoms and positions in Å:
C: -1.05 -0.58 0.95
C: -1.67 -0.19 -0.15
C: 2.42 -1.60 -0.26
C: -1.51 1.18 -0.61
O: 2.19 1.14 -0.32
O: 3.47 -0.94 0.52
S: 3.05 -0.02 -0.72
H: -1.04 -1.57 1.40
H: -0.58 0.11 1.68
H: -2.23 -0.91 -0.76
H: 1.45 -1.27 0.28
H: -2.01 1.20 -1.51
H: -0.44 1.59 -0.65
H: -2.04 1.85 0.15

natural (NBO) population analysis, charges in e, atoms 1 to 5: number 1, C, carries -0.37; number 2, C, carries -0.20; number 3, C, carries -0.59; number 4, C, carries -0.66; number 5, O, carries -1.03

---

Computed, not measured: a molecular structure, C3H11NP, with ωB97M-V/def2-TZVPD.

The value obtained for the energy relative to the best compared isomer or geometry (same formula, charge and spin) is 7.050 eV. As for the total charge: +1. The value obtained for the HOMO energy (spin up / spin down) is -12.39 / -12.44 eV. The calculation puts the lowest unoccupied orbital energy (spin up / spin down) at -4.8376 / -5.0020 eV. As for the spin multiplicity: 1.

Atoms and positions in Å:
C: 0.81 1.76 0.48
C: 0.33 -2.52 0.19
C: 0.15 0.47 -0.02
N: -0.73 0.71 -1.26
P: 1.08 -0.96 0.08
H: 1.83 1.33 0.94
H: 0.33 2.39 1.20
H: 0.99 2.51 -0.33
H: -0.44 -2.65 -0.53
H: -2.52 -1.06 1.57
H: 1.13 -3.36 0.02
H: -1.99 -0.51 1.26
H: -0.36 1.63 -1.61
H: -1.74 0.83 -0.94
H: -0.79 0.11 -2.08
H: 1.91 -0.69 1.02

natural (NBO) population analysis, charges in e, atoms 1 to 5: number 1, C, carries -0.64; number 2, C, carries -0.79; number 3, C, carries -0.40; number 4, N, carries -0.71; number 5, P, carries 1.04

---

Computed, not measured: a molecular structure, C3H4IN2O, with ωB97M-V/def2-TZVPD.

The value obtained for the energy relative to the best compared isomer or geometry (same formula, charge and spin) is 7.688 eV. As for the total charge: +1. The value obtained for the HOMO energy is -13.80 eV. The calculation puts the lowest unoccupied orbital energy at -5.2002 eV. As for the spin multiplicity: 1.

Atoms and positions in Å:
C: 0.91 2.38 -0.15
C: 3.03 -0.37 0.07
C: 2.01 0.48 0.07
N: -2.13 1.17 -0.08
N: -3.24 0.66 -0.18
O: 2.00 1.81 -0.24
I: -0.19 0.46 0.45
H: 3.06 -1.33 0.40
H: 3.95 -0.16 -0.24
H: -3.56 -0.06 0.55
H: -3.87 1.02 -1.08

natural (NBO) population analysis, charges in e, atoms 1 to 5: number 1, C, carries 0.42; number 2, C, carries -0.35; number 3, C, carries 0.00; number 4, N, carries -0.29; number 5, N, carries -0.35